C47H48IN2O21P3 as an isolated structure, computed with ωB97M-V/def2-TZVPD.

Computed properties:
LUMO energy   -2.0 eV
Multiplicity   1
Orbital gap   6.161 eV

Structure (XYZ):
```
122
C47H48IN2O21P3 ωB97M-V/def2-TZVPD
C 5.41025 6.00267 1.38284
O 4.62058 5.97659 0.20890
C 3.84243 4.81040 0.07088
C 4.58465 3.63601 -0.65517
C 5.78276 4.18069 -1.42893
C 5.59575 5.28445 -2.49147
O 4.27383 5.80829 -2.52843
C 5.08245 2.75033 0.51725
O 6.18145 2.70808 0.99061
N 4.00272 1.95740 0.96734
C 2.88534 1.96256 -0.02533
C 1.66186 2.61211 0.66413
C 0.33561 2.78094 -0.08487
O 0.18300 1.75765 -1.05624
C 0.07304 4.19190 -0.64737
N -1.00193 4.17376 -1.62683
P 2.22182 0.10281 -0.09960
O 3.53738 -0.75852 0.37433
O 2.23706 -0.21035 -1.69374
C 3.66379 2.52470 -1.27088
I 2.52215 3.11635 -2.98407
P 4.99526 1.24530 -1.83721
P 4.88361 0.78435 -3.97405
O 3.70978 0.08124 -4.49937
O 5.35019 2.10659 -4.75592
O 6.19829 -0.13669 -4.08165
H 4.78193 6.05908 2.28322
H 6.06168 5.12738 1.47569
H 6.04103 6.89235 1.33885
H 2.97004 5.08748 -0.52240
H 3.48337 4.51230 1.05859
H 6.35642 3.36151 -1.87037
H 6.46226 4.58513 -0.67644
H 6.29269 6.09462 -2.26163
H 5.87052 4.92163 -3.49529
H 4.30366 6.68075 -2.93209
H 3.70176 2.21238 1.90200
H 1.44444 1.91976 1.48907
H 1.90165 3.55754 1.15783
H -0.45220 2.65449 0.67039
H -0.51336 1.16282 -0.75847
H -0.26631 4.80475 0.19418
H 0.99662 4.63715 -1.02341
H -0.65956 4.08289 -2.57209
H -1.58675 4.99092 -1.54646
H 3.64311 -0.63785 1.33041
H 2.51907 -1.11545 -1.88638
H 4.60102 -0.01208 -1.39506
H 5.24142 2.90838 -4.22526
H 6.99610 0.40756 -4.12623
C 2.23284 -1.92989 4.30684
C 1.46769 -2.94675 4.69393
C -0.01052 -2.88940 4.55820
O -0.71157 -3.81991 4.89170
C -0.60425 -1.65591 3.98488
C 0.16080 -0.63813 3.60396
C 1.63601 -0.70049 3.73080
O 2.32877 0.22142 3.34827
H 3.31261 -1.94841 4.38563
H 1.87523 -3.85809 5.11219
H -1.68282 -1.64236 3.89020
H -0.24513 0.26754 3.17180
C 5.83758 9.80764 -2.38317
C 5.54013 10.97060 -2.95594
C 6.46964 11.61342 -3.92130
O 6.20061 12.67294 -4.44127
C 7.74159 10.90663 -4.22290
C 8.03825 9.74333 -3.65043
C 7.10873 9.10374 -2.68749
O 7.37058 8.04092 -2.16484
H 5.18083 9.31891 -1.67294
H 4.62074 11.50424 -2.75150
H 8.40124 11.39436 -4.92907
H 8.95778 9.20950 -3.85370
C -3.07796 -5.48497 3.48703
C -2.74497 -6.71609 3.86306
C -3.29435 -7.90744 3.16868
O -2.99423 -9.03186 3.50552
C -4.23455 -7.66988 2.04140
C -4.56766 -6.43830 1.66795
C -4.01302 -5.25134 2.36200
O -4.32046 -4.12418 2.02314
H -2.69263 -4.60554 3.98407
H -2.06973 -6.90778 4.68690
H -4.63010 -8.55057 1.55154
H -5.25413 -6.24509 0.85334
C -2.70155 -0.50985 -2.82030
C -2.60350 -1.48981 -3.71430
C -2.70313 -2.91535 -3.30896
O -2.61623 -3.80987 -4.12055
C -2.91417 -3.20544 -1.86654
C -3.01104 -2.22648 -0.97195
C -2.91410 -0.80262 -1.38131
O -3.00209 0.09167 -0.56548
H -2.62704 0.53703 -3.08716
H -2.44542 -1.30371 -4.76874
H -2.98233 -4.25156 -1.59626
H -3.16487 -2.41235 0.08407
C -7.84671 -7.10012 -2.90983
C -7.78926 -7.03764 -1.58258
C -7.45855 -8.23504 -0.76966
O -7.40647 -8.17760 0.44109
C -7.19385 -9.50458 -1.49171
C -7.25127 -9.56788 -2.81887
C -7.58200 -8.37050 -3.63421
O -7.63378 -8.42720 -4.84209
H -8.08644 -6.24219 -3.52490
H -7.97919 -6.12436 -1.03261
H -6.95528 -10.36266 -0.87613
H -7.06308 -10.48134 -3.36828
C -9.27664 -5.33129 5.16482
C -8.16055 -5.88614 5.62849
C -6.83161 -5.28264 5.35660
O -5.81212 -5.79146 5.77020
C -6.79446 -4.03801 4.54654
C -7.91083 -3.48444 4.08205
C -9.24080 -4.08601 4.35551
O -10.25836 -3.58174 3.93366
H -10.25710 -5.75194 5.34799
H -8.16066 -6.79403 6.21802
H -5.81384 -3.62032 4.35447
H -7.90903 -2.58039 3.48665
```

***

CH11O5 as an isolated structure at a distorted geometry, computed with ωB97M-V/def2-TZVPD.

Computed properties:
LUMO energy   3.9 eV
Multiplicity   1
Relative energy (zero: lowest compared OMol25 entry of this formula, charge and spin)   14.2 kcal per mole
Orbital gap   8.966 eV
Total charge   -1

Structure (XYZ):
```
17
CH11O5 ωB97M-V/def2-TZVPD
C 0.42370 0.99441 -1.09118
O 0.25823 -0.40680 -0.95678
H 0.07677 1.50045 -0.18651
H 1.51673 1.17189 -1.15917
H -0.00598 1.43535 -1.99721
H -1.34001 -1.89936 -2.74909
H -0.05319 -1.06585 -2.56007
O -0.54256 -1.64241 -3.18471
H -1.09645 0.89925 1.70122
H -1.14571 2.53682 1.80571
O -1.32486 1.69551 2.22929
H -1.29422 -1.38424 1.21362
H -0.12845 -0.49897 0.15453
O -0.66747 -0.69238 1.26709
H 2.10718 -0.22444 1.96333
H 1.22980 -1.25476 1.46669
O 1.98647 -1.16446 2.08324
```

***

C39H36ClN3O10PRuS3Te as an isolated structure, computed with ωB97M-V/def2-TZVPD.

Computed properties:
LUMO energy (spin up / spin down)   3.7 / 3.7 eV
<S²>   8.830
Multiplicity   6
Relative energy (zero: lowest compared OMol25 entry of this formula, charge and spin)   0.0 kcal per mole
Orbital gap (spin up / spin down)   4.427 / 6.115 eV
Total charge   -2

Structure (XYZ):
```
95
C39H36ClN3O10PRuS3Te ωB97M-V/def2-TZVPD
Ru -0.06963 0.18646 0.99401
C -1.23168 2.65891 5.64595
C -1.17121 3.14554 4.19461
S 0.14487 2.63314 3.06628
C 1.68552 3.07403 3.89898
C 2.17273 2.25717 5.09750
S 2.43376 0.48530 4.87763
C 0.74685 -0.17265 4.89243
C -0.03134 0.11488 6.18114
S -1.64224 0.92587 5.98321
H -2.03971 3.21674 6.12903
H -0.32829 2.91927 6.19564
H -1.19016 4.24106 4.22782
H -2.06776 2.81528 3.66694
H 1.63962 4.12960 4.19278
H 2.40640 2.98530 3.08411
H 1.54776 2.41994 5.97523
H 3.16210 2.63940 5.36562
H 0.87951 -1.24305 4.73559
H 0.20853 0.19637 4.02712
H 0.56208 0.68990 6.89405
H -0.28595 -0.82105 6.68195
O 6.81149 -3.66889 0.52593
N 6.41443 -2.52856 0.31575
O 7.08047 -1.69953 -0.28731
C 5.10672 -2.13784 0.80636
C 4.66668 -0.82602 0.59879
C 3.40822 -0.44575 1.05431
C 2.51703 -1.40107 1.72031
O 1.35704 -1.09624 2.10248
C 3.08247 -2.70663 1.92345
C 4.35338 -3.07242 1.46381
N 2.35310 -3.73486 2.62212
O 1.21008 -3.53263 3.00363
O 2.91165 -4.82373 2.78864
N 3.04383 0.87644 0.85574
O 1.88968 1.35164 1.23778
O 3.87701 1.67056 0.34721
H 5.28183 -0.10002 0.09743
H 4.71557 -4.07226 1.62498
C -0.23013 -2.47589 -0.45983
C 0.37727 -1.09208 -0.46826
O 1.28483 -0.79593 -1.20353
H 0.32445 -3.09296 -1.16726
H -1.28393 -2.41499 -0.73476
H -0.18731 -2.88164 0.55048
Te -1.31172 1.86978 -0.55412
Cl -7.83933 -2.41585 4.17816
C -6.27020 -1.87073 3.61869
C -5.49474 -2.72425 2.85352
C -4.25382 -2.28440 2.41545
C -3.80226 -1.01027 2.73288
C -4.59826 -0.17499 3.50690
C -5.83927 -0.59920 3.95705
C -2.45218 -0.53312 2.25213
O -2.11765 0.64461 2.48485
O -1.73549 -1.35609 1.62201
H -5.85709 -3.71392 2.61020
H -3.61203 -2.92415 1.82410
H -4.21894 0.80809 3.75159
H -6.46549 0.04178 4.56297
C 0.04055 4.82550 -5.80118
C 1.07791 3.91467 -5.93348
C 1.00881 2.67647 -5.30799
C -0.10112 2.32570 -4.54277
C -1.13263 3.25704 -4.40298
C -1.06547 4.49068 -5.03104
P -0.19052 0.77735 -3.55876
C 1.00049 -0.31522 -4.42873
C 0.67515 -1.27471 -5.38341
C 1.65328 -2.11547 -5.90047
C 2.96733 -2.00991 -5.47024
C 3.30125 -1.06797 -4.50539
C 2.32270 -0.24063 -3.97894
C -1.79541 0.09833 -4.14642
C -2.30285 0.27703 -5.43315
C -3.50077 -0.31193 -5.81022
C -4.20709 -1.09434 -4.90402
C -3.71433 -1.27657 -3.62093
C -2.51912 -0.67774 -3.24346
H 0.09659 5.79323 -6.28510
H 1.95177 4.16513 -6.52337
H 1.82708 1.97784 -5.42717
H -1.98913 3.01625 -3.78404
H -1.87687 5.19777 -4.90563
H -0.34674 -1.37634 -5.72506
H 1.38012 -2.86231 -6.63698
H 3.72537 -2.67537 -5.86548
H 4.31485 -1.00237 -4.12992
H 2.57451 0.43792 -3.17120
H -1.75480 0.88392 -6.14465
H -3.88304 -0.16051 -6.81309
H -5.14491 -1.55151 -5.19718
H -4.26552 -1.87040 -2.90199
H -2.15653 -0.78496 -2.22782
```

***

One molecule with the formula C6H10, computed with ωB97M-V/def2-TZVPD.

Computed properties:
LUMO energy   1.0 eV
Multiplicity   1
Relative energy (zero: lowest compared OMol25 entry of this formula, charge and spin)   68.5 kcal per mole
Orbital gap   9.379 eV

Structure (XYZ):
```
16
C6H10 ωB97M-V/def2-TZVPD
C 2.08519 -0.46451 0.03305
C 0.70354 0.03818 -0.36951
C -0.47459 -0.93018 -0.09638
C -1.70076 -0.01045 -0.11904
C -1.08929 1.32500 0.32794
C 0.33436 1.42901 0.06752
H 2.12126 -0.64894 1.11258
H 2.85567 0.27519 -0.20562
H 2.32950 -1.40490 -0.47371
H 0.71569 0.25529 -1.45990
H -0.53088 -1.75603 -0.81431
H -0.35284 -1.37441 0.90174
H -2.52845 -0.35143 0.51150
H -2.09485 0.09882 -1.13937
H -1.70396 2.22123 0.34017
H -0.66959 1.29813 1.38335
```

***

Number 1: DFT total energy -131456.313 eV. Number 2: DFT total energy -11454.039 eV. Number 3: DFT total energy -130158.729 eV. Number 4: DFT total energy -6380.888 eV.